Density functional theory data (ωB97M-V with the def2-TZVPD basis set) for C4H7NO2 in the gas phase.

Each line ends with the Mulliken charge.
Geometry (Å):
C: -0.85 -1.11 0.42  -1.32
C: -0.41 0.18 -0.27  0.39
C: -1.22 1.38 0.20  -0.15
O: -2.21 1.27 0.89  -0.49
C: 1.07 0.51 -0.07  0.42
O: 1.44 1.51 0.52  -0.62
N: 1.95 -0.39 -0.60  -0.37
H: -0.55 -1.10 1.48  0.32
H: -1.93 -1.20 0.38  0.36
H: -0.41 -1.99 -0.05  0.38
H: -0.58 0.09 -1.35  0.29
H: -0.86 2.37 -0.14  0.33
H: 1.65 -1.27 -1.00  0.19
H: 2.93 -0.25 -0.42  0.25

Summary:
SMILES ... C[C@@H](C=O)C(N)=O
Frontier orbital gap ... 10.5 eV
E_LUMO ... 0.67 eV

***

Density functional theory data (ωB97M-V with the def2-TZVPD basis set) for a molecular structure, C2BrClFIO in a non-equilibrium geometry.

Each line ends with the Mulliken charge.
Geometry (Å):
C: -0.81 -0.06 1.15  0.51
C: 1.30 0.94 -0.44  -0.01
O: -0.04 -0.38 1.98  -0.32
F: 1.38 0.94 -1.77  -0.15
Cl: -2.25 -0.29 0.46  -0.05
Br: 1.84 2.67 0.22  -0.07
I: 2.56 -0.70 0.24  0.09

Summary:
Frontier orbital gap (alpha / beta) ... 6.7 / 8.4 eV
E_LUMO (alpha / beta) ... -1.54 / -0.48 eV

***

E_tot in Ha, matching the order above: -361.863584, -3583.062845
Energy above the lowest of the compared OMol25 structures with the same formula, charge and spin in kJ/mol, matching the order above: 45.3, 365.0
M in u, matching the order above: 101.10, 301.28